No. 1
A 7-piece molecular cluster, C21H40O21 overall in a non-equilibrium geometry, computed with ωB97M-V/def2-TZVPD.

Properties
* E_HOMO: -10.425 eV
* M: 628.5 u
* energy: -2404.20456 a.u.
* maximum force: 2.6 eV/A
* 2S+1: 1
* energy relative to the best compared isomer or geometry (same formula, charge and spin): 145.6 kJ/mol
* SMILES string: COC(=O)OC.COC(=O)OC.COC(=O)OC.COC(=O)OC.COC(=O)OC.COC(=O)OC.O=C1OCCO1

Each line ends with the Löwdin charge.
CARTESIAN COORDINATES (ANGSTROEM)
C 5.77209 -15.03425 -11.94221  -0.107
C 6.58832 -16.15659 -11.27673  -0.096
O 7.84295 -16.05416 -11.93394  0.077
C 7.88945 -15.00796 -12.75231  -0.576
O 8.85658 -14.72961 -13.39988  0.158
O 6.73835 -14.29736 -12.68463  0.041
H 5.40119 -14.42406 -11.11768  0.125
H 4.93962 -15.32909 -12.57954  0.129
H 6.16154 -17.15214 -11.35123  0.133
H 6.73994 -15.85860 -10.23853  0.107
C 10.36074 -8.85994 -15.47452  -0.026
O 10.49409 -10.26655 -15.71041  -0.003
C 9.47591 -10.91257 -16.24237  -0.644
O 8.47140 -10.37378 -16.64419  0.118
O 9.75853 -12.20731 -16.23397  0.017
C 8.69953 -13.09543 -16.55560  -0.046
H 11.29212 -8.54731 -15.01580  0.094
H 9.48637 -8.66171 -14.86269  0.091
H 10.27023 -8.37913 -16.44865  0.095
H 7.99619 -13.11212 -15.72184  0.077
H 9.12298 -14.09387 -16.62627  0.097
H 8.13273 -12.90409 -17.46562  0.096
C 8.02878 -11.34999 -13.04960  -0.020
O 9.22257 -10.61395 -12.90469  0.019
C 9.59795 -10.18055 -11.72022  -0.585
O 9.14539 -10.58766 -10.66295  0.103
O 10.54717 -9.25890 -11.84912  0.004
C 11.34333 -8.88822 -10.70539  -0.005
H 7.81978 -12.07712 -12.26738  0.079
H 8.15964 -12.01989 -13.89707  0.070
H 7.16219 -10.71707 -13.22610  0.111
H 12.37273 -9.08980 -10.98862  0.084
H 11.12087 -9.46858 -9.81568  0.082
H 11.19598 -7.81100 -10.66469  0.083
C 10.98843 -1.52749 -7.84932  -0.032
O 10.76009 -1.97788 -9.17974  0.009
C 10.50018 -3.26496 -9.36383  -0.617
O 10.64130 -4.12652 -8.53983  0.118
O 9.96481 -3.38506 -10.56652  0.016
C 9.62216 -4.66851 -11.05951  -0.031
H 10.07195 -1.03555 -7.50406  0.096
H 11.73500 -0.73969 -7.86437  0.093
H 11.15105 -2.36489 -7.17681  0.090
H 9.74036 -4.73453 -12.13194  0.096
H 8.63126 -4.90409 -10.65985  0.105
H 10.19359 -5.47136 -10.57791  0.076
C 14.20879 -7.17618 -4.55353  -0.015
O 12.82568 -7.50455 -4.30537  0.012
C 11.95477 -7.73633 -5.26344  -0.631
O 10.83532 -8.11592 -5.11371  0.151
O 12.37933 -7.27096 -6.46540  -0.055
C 11.35721 -7.11449 -7.46571  -0.023
H 14.70797 -8.04454 -4.12518  0.086
H 14.48798 -6.25868 -4.04751  0.094
H 14.43020 -7.12812 -5.61491  0.088
H 10.54681 -6.52391 -7.04658  0.098
H 11.06669 -8.13331 -7.71899  0.087
H 11.74925 -6.59023 -8.33136  0.080
C 7.82619 -15.69536 -5.20815  -0.050
O 8.22106 -14.48777 -5.84389  0.027
C 8.26367 -14.54050 -7.15861  -0.635
O 8.10603 -15.55437 -7.80344  0.101
O 8.51519 -13.35376 -7.65803  0.037
C 8.28444 -13.17338 -9.04672  -0.026
H 7.45405 -15.48403 -4.20228  0.093
H 8.57814 -16.47372 -5.16017  0.098
H 6.88954 -16.04642 -5.64716  0.095
H 7.85034 -12.19672 -9.23860  0.087
H 7.56109 -13.92304 -9.37657  0.072
H 9.19463 -13.27769 -9.63303  0.106
C 14.32627 -10.57367 -5.81187  -0.044
O 14.47678 -10.04946 -7.10843  -0.037
C 13.46584 -10.21196 -7.97711  -0.617
O 12.39005 -10.59106 -7.66003  0.168
O 13.79916 -9.74359 -9.17106  -0.016
C 14.99378 -8.97795 -9.37197  -0.017
H 13.49446 -10.15753 -5.23754  0.095
H 15.26791 -10.41155 -5.29439  0.097
H 14.10887 -11.64490 -5.84590  0.105
H 14.74985 -8.25224 -10.13928  0.095
H 15.79048 -9.67306 -9.64087  0.100
H 15.35391 -8.51078 -8.45725  0.092

Force components x, y, z for each atom (eV/Å):
C -0.3 0.0 0.8
C -0.2 0.9 0.1
O 0.1 -1.0 0.0
C 0.9 0.3 -0.1
O -0.8 0.2 0.1
O 0.0 -0.1 -0.4
H -0.2 0.3 -0.4
H 0.2 -0.1 -0.1
H 0.2 0.0 -0.1
H 0.1 -0.5 0.1
C -0.1 -0.3 -0.9
O 1.0 -0.1 0.5
C -0.5 0.9 0.0
O -0.1 -0.5 0.0
O 0.1 -0.2 -0.4
C -0.7 -0.7 0.4
H -0.1 -0.1 0.2
H 0.1 0.1 0.1
H -0.2 0.2 0.1
H -0.1 0.0 -0.1
H 0.2 0.1 0.0
H 0.4 0.6 -0.1
C -0.5 -1.3 -0.2
O 0.3 0.6 -0.8
C -0.5 -0.6 2.0
O 0.4 0.5 -0.8
O -0.1 -0.5 -0.6
C 0.0 0.0 -0.9
H 0.2 0.5 0.6
H 0.2 0.4 -0.3
H 0.1 0.2 0.1
H 0.0 0.0 0.0
H -0.4 0.2 0.0
H 0.1 0.0 0.7
C -1.0 0.3 0.4
O 0.3 0.5 -0.4
C -0.6 0.2 0.5
O 0.2 -0.6 0.0
O 0.5 0.3 -1.0
C -0.3 -1.3 1.7
H 0.0 -0.1 -0.1
H 0.4 -0.4 0.0
H 0.6 0.1 -0.1
H -0.2 0.4 -0.1
H -0.3 0.2 -0.8
H 0.5 0.4 -0.2
C -0.3 -1.1 -0.2
O 0.3 -0.1 0.8
C -0.7 1.7 -1.9
O -0.2 -0.7 0.9
O 1.0 0.3 0.0
C -0.1 -0.8 0.5
H 0.5 0.3 0.0
H -0.2 0.0 0.1
H -0.1 0.1 0.0
H -0.2 -0.2 -0.1
H -0.5 0.2 -0.3
H 0.4 0.0 0.2
C -1.6 -0.2 0.6
O 0.2 0.3 1.0
C 0.1 -1.1 -0.9
O -0.2 0.1 0.0
O 0.0 1.0 0.4
C -0.5 -0.4 -0.8
H 0.8 0.6 0.1
H 0.2 0.1 -0.3
H 0.4 -0.4 -0.6
H 0.3 0.2 0.4
H 0.2 0.0 -0.1
H 0.1 0.0 0.2
C -0.5 -0.9 0.8
O 0.7 0.1 -0.3
C 0.9 1.4 1.0
O -1.1 -0.8 -0.3
O -0.4 0.0 -0.4
C 0.5 -0.6 0.5
H 0.1 0.4 -0.3
H 0.0 0.1 -0.1
H 0.2 0.0 -0.1
H 0.2 0.0 -0.1
H 0.0 0.2 -0.5
H -0.4 0.3 -0.1



No. 2
C3H5O3 as an isolated structure in a non-equilibrium geometry, computed with ωB97M-V/def2-TZVPD.

Properties
* E_HOMO (spin up / spin down): -7.869 / -9.401 eV
* M: 89.1 u
* energy: -342.77235 a.u.
* maximum force: 7.1 eV/A
* 2S+1: 4
* energy relative to the best compared isomer or geometry (same formula, charge and spin): 109.4 kJ/mol

Each line ends with the Mulliken spin population.
CARTESIAN COORDINATES (ANGSTROEM)
O -0.84549 -0.01296 0.88839  0.903
O 0.35283 -0.15286 1.27818  1.091
H -0.56244 -0.05678 -1.41268  -0.002
C -1.12088 0.68286 -0.84884  0.666
H -0.66722 1.65295 -0.64103  0.007
C -2.58728 0.77620 -1.02862  0.053
O -3.17773 1.78973 -0.61933  0.270
C -3.32462 -0.41214 -1.57505  0.000
H -2.63983 -1.16618 -1.95575  0.005
H -3.91258 -0.83544 -0.75528  0.005
H -4.07117 -0.15642 -2.33806  0.002

Force components x, y, z for each atom (eV/Å):
O 4.8 -1.9 4.8
O -4.0 0.4 -1.0
H 0.0 0.0 0.3
C -2.5 2.2 -4.7
H 0.1 -0.5 0.2
C 1.3 0.6 0.8
O 0.2 -0.6 -0.4
C -0.5 -0.2 0.0
H -0.1 -0.1 -0.1
H 0.1 -0.1 0.0
H 0.4 0.2 0.1